1.
C27H34N5O | ωB97M-V/def2-TZVPD

ORCA input file:
```
! wB97M-V def2-TZVPD RIJCOSX def2/J DEFGRID3
* xyz 1 1
C -1.199 -0.844 2.997
N -0.733 0.427 2.450
C -1.728 1.443 2.847
N 0.474 0.844 3.087
C 1.607 0.328 2.823
H -2.166 -1.074 2.533
H -0.507 -1.654 2.762
H -1.367 -0.770 4.089
H -2.678 1.245 2.341
H -1.903 1.396 3.944
H -1.383 2.449 2.582
H 2.476 0.765 3.345
H 1.817 -0.504 2.123
C -2.278 -6.301 -4.703
N -2.305 -5.257 -3.699
C -3.451 -4.924 -3.031
O -4.545 -5.456 -3.225
C -3.103 -3.820 -2.047
C -3.464 -4.193 -0.605
C -4.923 -4.345 -0.404
C -5.917 -3.406 -0.602
N -7.153 -4.003 -0.412
C -6.965 -5.337 -0.058
C -7.891 -6.354 0.180
C -7.384 -7.633 0.474
C -6.003 -7.884 0.486
C -5.078 -6.864 0.230
C -5.559 -5.579 -0.033
N -1.666 -3.648 -2.249
C -1.003 -2.713 -1.535
C 0.366 -2.460 -1.648
C 1.112 -1.503 -0.961
C 2.528 -1.324 -1.208
C 3.266 -0.276 -0.577
C 4.629 -0.137 -0.781
C 5.305 -1.010 -1.662
C 4.593 -2.022 -2.326
C 3.239 -2.178 -2.099
C -1.102 -4.548 -3.282
C -0.080 -5.536 -2.694
C -0.495 -3.818 -4.493
H -3.285 -6.697 -4.812
H -1.935 -5.899 -5.661
H -1.603 -7.109 -4.404
H -3.635 -2.903 -2.354
H -2.949 -5.134 -0.342
H -3.065 -3.406 0.054
H -5.806 -2.366 -0.888
H -8.049 -3.540 -0.538
H -8.960 -6.152 0.140
H -8.069 -8.452 0.689
H -5.643 -8.897 0.691
H -4.004 -7.038 0.219
H -1.629 -2.126 -0.841
H 0.882 -3.106 -2.351
H 0.644 -0.853 -0.217
H 2.726 0.425 0.063
H 5.181 0.656 -0.281
H 6.376 -0.895 -1.835
H 5.102 -2.683 -3.037
H 2.721 -2.977 -2.642
H -0.571 -6.158 -1.933
H 0.292 -6.178 -3.501
H 0.768 -5.016 -2.241
H -1.281 -3.248 -5.005
H 0.314 -3.144 -4.202
H -0.092 -4.564 -5.190
*
```

Its HOMO energy is -9.866 eV. The calculation puts the total energy at -38040.9930 eV. The value obtained for the energy above the lowest of the compared OMol25 structures with the same formula, charge and spin is 1.2252 eV.

2.
C27H34N5S3SiTc | ωB97M-V/def2-TZVPD

ORCA input file:
```
! wB97M-V def2-TZVPD RIJCOSX def2/J DEFGRID3
* xyz 1 2
Tc 0.057 -0.082 -0.183
C -0.694 2.160 -2.349
N -1.303 1.415 -1.206
C -1.653 2.479 -0.206
C -1.810 1.970 1.188
N -0.528 1.336 1.625
C -0.748 0.569 2.880
C 0.421 2.415 1.930
C 0.192 3.316 2.971
C 1.098 4.332 3.213
C 2.236 4.457 2.417
C 2.462 3.566 1.388
C 1.542 2.540 1.155
S 1.849 1.383 -0.108
C -2.484 0.650 -1.661
C -3.203 1.018 -2.791
C -4.288 0.257 -3.200
C -4.659 -0.873 -2.486
C -3.945 -1.237 -1.355
C -2.863 -0.473 -0.929
S -1.982 -0.929 0.533
H -1.320 3.016 -2.608
H -0.590 1.502 -3.203
H 0.283 2.512 -2.033
H -2.552 3.007 -0.534
H -0.825 3.190 -0.235
H -2.608 1.246 1.277
H -2.053 2.808 1.846
H 0.221 0.295 3.290
H -1.349 -0.315 2.689
H -1.279 1.175 3.614
H -0.693 3.236 3.589
H 0.918 5.031 4.018
H 2.948 5.250 2.605
H 3.344 3.648 0.766
H -2.928 1.893 -3.361
H -4.837 0.547 -4.086
H -5.496 -1.476 -2.811
H -4.221 -2.121 -0.793
C 2.481 -1.216 -5.285
Si 1.101 -2.443 -5.190
C -0.406 -1.796 -6.046
C 1.622 -4.073 -5.895
C 0.547 -2.771 -3.406
C -0.031 -3.987 -3.077
C -0.596 -4.218 -1.820
C -0.661 -3.189 -0.919
N -0.151 -1.978 -1.223
C 0.501 -1.815 -2.380
S 1.271 -0.284 -2.286
H 2.878 -1.220 -6.304
H 3.302 -1.460 -4.606
H 2.140 -0.205 -5.058
H -0.233 -1.628 -7.112
H -0.714 -0.846 -5.598
H -1.236 -2.501 -5.945
H 2.138 -3.917 -6.846
H 0.770 -4.728 -6.094
H 2.309 -4.597 -5.226
H -0.025 -4.795 -3.801
H -1.006 -5.183 -1.556
H -1.144 -3.291 0.040
N 2.530 -1.754 0.438
C 3.145 -2.606 1.268
C 2.301 -2.815 2.337
C 1.180 -2.026 2.063
N 1.333 -1.384 0.908
H 2.828 -1.366 -0.448
H 4.122 -2.996 1.034
H 2.474 -3.444 3.193
H 0.277 -1.896 2.635
*
```

Its HOMO energy (alpha / beta) is -10.430 / -10.424 eV. The calculation puts the total energy at -78580.7013 eV. The value obtained for the energy above the lowest of the compared OMol25 structures with the same formula, charge and spin is 0.0000 eV.